{"formula": "C25H22NO4STb", "method": "ωB97M-V with the def2-TZVPD basis set", "lumo_ev": [-1.89, -0.80], "homo_ha": [-0.32286, -0.32330], "s_squared": 12.6288, "total_charge": 0, "spin_multiplicity": 7, "homo_lumo_gap_ev": [6.9, 8.0], "species": ["C", "C", "C", "H", "C", "C", "H", "H", "H", "H", "C", "C", "C", "H", "C", "C", "H", "H", "H", "H", "Tb", "O", "C", "C", "H", "H", "H", "H", "C", "C", "C", "H", "C", "H", "C", "H", "C", "H", "O", "S", "O", "N", "C", "O", "C", "C", "C", "C", "C", "C", "H", "H", "H", "H"], "xyz": [[0.9043, 2.3170, -0.6903], [1.1989, 1.3877, -1.7484], [-0.0329, 1.0064, -2.3508], [2.2035, 1.0674, -2.0271], [-1.0929, 1.6953, -1.6846], [-0.5193, 2.5196, -0.6722], [-1.0535, 3.2867, -0.1163], [1.6214, 2.8285, -0.0603], [-0.1778, 0.3573, -3.2219], [-2.1422, 1.6949, -1.9618], [0.2082, -1.4420, 2.4952], [1.2222, -0.4473, 2.5964], [0.5488, 0.8238, 2.6850], [2.2979, -0.5932, 2.6499], [-0.8654, 0.5834, 2.6814], [-1.0658, -0.8199, 2.5520], [-2.0355, -1.3271, 2.5880], [0.4154, -2.5058, 2.3396], [1.0451, 1.7872, 2.8256], [-1.6368, 1.3380, 2.8860], [0.3835, 0.1553, 0.3251], [-3.3677, -1.1287, -0.9052], [-3.1194, -1.9771, -2.0407], [-4.4461, -1.2117, -1.9009], [-2.4207, -1.5950, -2.7934], [-3.1826, -3.0572, -1.8515], [-4.5817, -0.3249, -2.5381], [-6.8533, -0.8702, -3.0285], [-6.8743, -1.6716, -2.2709], [-5.6709, -1.9495, -1.5661], [-5.6663, -2.9533, -0.5743], [-4.7429, -3.1451, -0.0208], [-6.8460, -3.6467, -0.3081], [-6.8277, -4.3854, 0.4837], [-8.0203, -3.3962, -1.0142], [-8.9328, -3.9400, -0.7799], [-8.0237, -2.4120, -2.0104], [-8.9285, -2.2047, -2.5808], [6.2995, -0.1327, 3.5795], [5.5864, 1.0240, 3.1093], [5.4135, 2.1324, 4.0316], [4.1494, 0.6274, 2.3714], [4.0148, 0.7287, 1.0574], [2.9303, 0.3780, 0.4206], [5.2644, 1.2841, 0.4717], [5.6170, 1.7424, -0.8218], [6.9297, 2.1526, -1.0840], [7.8970, 2.2016, -0.1070], [7.4951, 1.8991, 1.1991], [6.1896, 1.4910, 1.4761], [4.9010, 1.8169, -1.6373], [7.2397, 2.4294, -2.0867], [8.9227, 2.4643, -0.3389], [8.2276, 1.9168, 1.9689]]}

***

{"formula": "C55H50AsBrI3N2O3PSTl", "method": "ωB97M-V with the def2-TZVPD basis set", "lumo_ev": [-4.45, -4.61], "homo_ha": [-0.36289, -0.36187], "total_charge": 1, "homo_lumo_gap_ev": [5.4, 5.2], "species": ["Tl", "C", "C", "C", "C", "C", "C", "C", "C", "C", "S", "C", "N", "H", "H", "H", "H", "H", "H", "H", "H", "C", "O", "C", "C", "O", "C", "H", "H", "H", "H", "H", "H", "H", "H", "H", "H", "I", "C", "C", "C", "I", "C", "C", "C", "C", "N", "C", "C", "O", "H", "H", "H", "H", "Br", "C", "C", "C", "C", "C", "C", "I", "H", "H", "H", "H", "C", "C", "As", "C", "C", "C", "C", "C", "C", "C", "C", "C", "C", "C", "C", "P", "C", "C", "C", "C", "C", "C", "C", "C", "C", "C", "C", "C", "H", "H", "H", "H", "H", "H", "H", "H", "H", "H", "H", "H", "H", "H", "H", "H", "H", "H", "H", "H", "H", "H", "H", "H"], "xyz": [[0.1770, -21.3336, 11.0468], [1.8150, -24.5145, 10.7701], [3.0475, -23.6525, 10.6160], [4.1739, -24.1659, 9.9455], [5.1502, -23.2679, 9.5321], [4.9966, -21.8997, 9.8083], [5.9909, -20.9237, 9.5349], [5.8437, -19.5967, 9.8417], [4.7180, -19.2110, 10.5748], [3.7642, -20.1055, 11.0404], [2.4453, -19.5131, 11.8608], [3.8962, -21.5052, 10.6449], [2.9351, -22.3930, 10.9692], [1.8991, -25.5854, 10.4761], [1.0398, -24.1017, 10.1361], [1.4605, -24.4369, 11.7814], [4.2195, -25.2237, 9.6106], [6.0121, -23.6860, 9.0120], [6.9176, -21.3292, 9.0538], [6.5193, -18.7798, 9.5682], [4.6442, -18.1698, 10.7905], [-3.1084, -19.9304, 10.2182], [-2.6029, -21.2355, 9.9956], [-3.0480, -21.8177, 8.8312], [-2.3061, -23.1223, 8.5988], [-0.8997, -22.9307, 8.3930], [-0.5506, -22.3977, 7.0885], [-4.1739, -19.9717, 10.5140], [-3.0021, -19.2823, 9.3205], [-2.4404, -19.5278, 11.0231], [-2.8661, -21.1932, 7.9657], [-4.1017, -22.1521, 8.8763], [-2.7332, -23.5924, 7.6801], [-2.4690, -23.8001, 9.4358], [-0.7741, -23.0711, 6.2267], [0.5289, -22.1948, 7.1286], [-1.0604, -21.4520, 6.8993], [-2.5155, -17.3648, 14.3683], [-0.7660, -18.3796, 14.8953], [-0.0760, -18.0313, 16.0702], [1.0439, -18.7412, 16.4772], [2.2147, -18.0825, 17.9486], [1.4679, -19.9503, 15.7681], [2.6450, -20.7305, 16.0270], [2.8578, -21.8669, 15.2818], [1.9352, -22.3065, 14.3260], [0.9282, -21.5748, 13.9542], [0.6900, -20.4251, 14.6534], [-0.3947, -19.5066, 14.1013], [-0.8539, -19.6400, 13.0300], [-0.4623, -17.1506, 16.6210], [3.3652, -20.4066, 16.8069], [3.7170, -22.4314, 15.5789], [2.0676, -23.2197, 13.7555], [-1.4090, -26.2910, 11.7028], [-0.7936, -25.6559, 13.3975], [-0.0044, -26.4765, 14.1452], [0.3719, -26.1403, 15.4501], [0.0188, -24.8851, 15.9783], [-0.8519, -24.0578, 15.2600], [-1.2222, -24.4512, 13.9714], [-2.5172, -23.1403, 13.0461], [0.3425, -27.4201, 13.7367], [1.0783, -26.7869, 15.9651], [0.3675, -24.5799, 16.9771], [-1.2572, -23.1517, 15.6617], [-0.7272, -18.1132, 7.6905], [-0.5224, -16.8198, 6.8506], [-1.8357, -16.5748, 5.4777], [-3.3910, -16.9736, 6.6045], [-3.8885, -15.8899, 7.3793], [-4.9195, -16.1409, 8.2591], [-5.6063, -17.3315, 8.3261], [-5.1700, -18.4011, 7.5338], [-4.0339, -18.2231, 6.6852], [-1.6307, -18.3780, 4.6064], [-0.3627, -19.0455, 4.5411], [-0.2053, -20.0784, 3.6935], [-1.2578, -20.6577, 2.9748], [-2.5298, -20.0985, 3.0986], [-2.6835, -18.9719, 3.9525], [0.1449, -18.3521, 9.2510], [-0.3054, -16.8894, 10.1854], [0.4882, -16.5178, 11.2489], [-0.0051, -15.5335, 12.1469], [-1.1832, -14.8790, 11.8826], [-1.9388, -15.1921, 10.7591], [-1.5261, -16.1875, 9.9284], [1.8727, -18.0606, 8.6243], [2.5334, -19.1387, 8.0630], [3.7325, -18.9898, 7.3959], [4.3427, -17.7376, 7.2674], [3.7652, -16.6661, 7.9175], [2.5557, -16.8145, 8.6066], [-0.3532, -18.9245, 7.1100], [-1.7897, -18.2539, 7.8258], [0.4635, -16.8504, 6.3406], [-0.4667, -15.9733, 7.5841], [-3.4013, -14.9087, 7.3574], [-5.2828, -15.2165, 8.7440], [-6.4866, -17.4336, 8.9725], [-5.7838, -19.3136, 7.4313], [-3.6907, -19.1042, 6.1395], [0.5167, -18.6794, 5.1215], [0.7268, -20.6736, 3.6743], [-1.0692, -21.5567, 2.3759], [-3.3513, -20.5700, 2.6009], [-3.6897, -18.4881, 3.9857], [1.3747, -17.1285, 11.4531], [0.5990, -15.2924, 13.0093], [-1.3743, -14.0875, 12.5184], [-2.7864, -14.6059, 10.4595], [-2.1359, -16.3722, 9.0483], [2.1540, -20.1724, 8.2549], [4.2231, -19.8745, 7.0070], [5.2810, -17.5563, 6.6876], [4.2429, -15.6570, 7.8319], [2.1312, -15.9415, 8.9961]]}

***

{"formula": "C61H77N9O4", "method": "ωB97M-V with the def2-TZVPD basis set", "lumo_ev": 0.47, "homo_ha": -0.30368, "total_charge": 0, "homo_lumo_gap_ev": 8.7, "species": ["C", "C", "C", "O", "C", "H", "H", "H", "H", "H", "H", "H", "H", "C", "C", "C", "O", "C", "H", "H", "H", "H", "H", "H", "H", "H", "C", "C", "C", "O", "C", "H", "H", "H", "H", "H", "H", "H", "H", "C", "C", "C", "O", "C", "H", "H", "H", "H", "H", "H", "H", "H", "N", "C", "C", "C", "C", "C", "H", "H", "H", "H", "H", "N", "C", "C", "C", "C", "C", "H", "H", "H", "H", "H", "N", "C", "C", "C", "C", "C", "H", "H", "H", "H", "H", "N", "C", "C", "C", "C", "C", "H", "H", "H", "H", "H", "N", "C", "C", "C", "C", "C", "H", "H", "H", "H", "H", "N", "C", "C", "C", "C", "C", "H", "H", "H", "H", "H", "N", "C", "C", "C", "C", "C", "H", "H", "H", "H", "H", "N", "C", "C", "C", "C", "C", "H", "H", "H", "H", "H", "N", "C", "C", "C", "C", "C", "H", "H", "H", "H", "H"], "xyz": [[-2.7459, 4.5434, -0.2091], [-1.9927, 5.8329, -0.4934], [-0.5846, 5.2883, -0.7618], [-0.4433, 4.0885, -0.0139], [-1.7065, 3.6525, 0.4559], [-3.1437, 4.1085, -1.1317], [-3.6611, 4.6100, 0.3859], [-1.9881, 6.4955, 0.3732], [-2.3563, 6.3594, -1.3738], [0.1946, 6.0084, -0.4924], [-0.4321, 5.0604, -1.8246], [-1.7887, 3.7515, 1.5432], [-1.8650, 2.6132, 0.1707], [4.4244, -4.3425, -2.1335], [4.7155, -4.1977, -3.6267], [4.2374, -2.7621, -3.8934], [3.2789, -2.4641, -2.8630], [3.0899, -3.6285, -2.0686], [5.1949, -3.8021, -1.5785], [4.4182, -5.3729, -1.7791], [4.0994, -4.8948, -4.1999], [5.7561, -4.3633, -3.9005], [3.7884, -2.6559, -4.8816], [5.0538, -2.0449, -3.7709], [2.3088, -4.2605, -2.5152], [2.7640, -3.3405, -1.0681], [-2.2704, -3.2285, 5.6175], [-3.0930, -1.9366, 5.6116], [-2.7475, -1.3352, 4.2428], [-2.3003, -2.4239, 3.4285], [-2.4247, -3.6344, 4.1573], [-2.6813, -3.9818, 6.2920], [-1.2246, -3.0805, 5.8859], [-2.8268, -1.3070, 6.4613], [-4.1519, -2.1799, 5.6929], [-1.9544, -0.5890, 4.3114], [-3.6429, -0.8795, 3.8172], [-1.6784, -4.3428, 3.7932], [-3.4006, -4.1178, 4.0040], [-5.6693, 0.0388, 0.1489], [-5.1301, 0.1530, 1.5611], [-4.3398, 1.4439, 1.4717], [-5.1081, 2.2901, 0.6188], [-5.8728, 1.4863, -0.2999], [-6.5671, -0.5577, -0.0217], [-4.9084, -0.3891, -0.5101], [-4.5410, -0.7180, 1.8505], [-5.9324, 0.2523, 2.2977], [-3.3309, 1.2841, 1.0657], [-4.1926, 2.0090, 2.3940], [-5.5038, 1.6681, -1.3129], [-6.8980, 1.8538, -0.2221], [-0.6487, 2.6628, 3.9155], [-0.8904, 3.9021, 4.3098], [-0.4668, 4.4171, 5.5235], [0.2850, 3.5934, 6.3427], [0.5140, 2.2807, 5.9573], [0.0110, 1.8531, 4.7383], [-1.4282, 4.5233, 3.5992], [-0.6301, 5.4431, 5.8231], [0.6273, 3.9212, 7.3167], [1.1074, 1.6383, 6.5955], [0.1711, 0.8407, 4.3784], [0.7968, -3.3618, -5.4913], [0.4282, -2.6538, -4.4308], [-0.7943, -2.0065, -4.3366], [-1.6516, -2.0316, -5.4213], [-1.2600, -2.7377, -6.5467], [-0.0413, -3.4027, -6.5199], [1.1697, -2.4769, -3.6543], [-1.0675, -1.4426, -3.4534], [-2.5786, -1.4712, -5.4367], [-1.8803, -2.7696, -7.4329], [0.3116, -3.9652, -7.3789], [-2.6674, 2.3315, -3.2138], [-3.6499, 2.1189, -4.0854], [-4.3617, 0.9301, -4.1598], [-4.0042, -0.1171, -3.3277], [-2.9784, 0.0963, -2.4236], [-2.3642, 1.3397, -2.3797], [-3.8866, 2.9431, -4.7498], [-5.1481, 0.8253, -4.8970], [-4.5864, -1.0301, -3.3236], [-2.7015, -0.6577, -1.6946], [-1.5464, 1.5226, -1.6887], [5.8745, 0.9070, -0.9845], [5.2812, -0.2058, -0.5535], [5.9503, -1.3597, -0.1737], [7.3313, -1.4144, -0.2867], [7.9631, -0.2782, -0.7723], [7.1972, 0.8321, -1.0939], [4.2128, -0.1292, -0.3520], [5.3970, -2.1818, 0.2651], [7.9090, -2.2786, 0.0132], [9.0438, -0.2308, -0.8212], [7.7166, 1.7297, -1.4184], [3.8022, 3.0297, 0.6286], [4.1629, 2.3765, 1.7299], [3.6064, 2.6189, 2.9759], [2.6872, 3.6558, 3.1060], [2.3730, 4.3969, 1.9781], [2.9243, 4.0032, 0.7705], [4.8033, 1.5093, 1.6016], [3.8565, 1.9696, 3.8050], [2.2258, 3.8190, 4.0745], [1.6583, 5.2068, 2.0381], [2.5810, 4.4915, -0.1379], [2.9991, 2.0092, -2.4860], [1.8670, 2.6694, -2.6666], [0.8457, 2.2493, -3.4990], [1.0407, 1.0771, -4.2216], [2.2418, 0.4012, -4.0867], [3.1735, 0.8897, -3.1761], [1.7661, 3.6132, -2.1371], [-0.0887, 2.7870, -3.6053], [0.2655, 0.7190, -4.8901], [2.3772, -0.5440, -4.5960], [4.0182, 0.2591, -2.9160], [3.7908, -0.8531, 3.5740], [3.3386, -0.7837, 4.8235], [2.0932, -1.2478, 5.2062], [1.3118, -1.8995, 4.2644], [1.7593, -1.9627, 2.9603], [3.0004, -1.4091, 2.6707], [3.9881, -0.2728, 5.5281], [1.6942, -1.0778, 6.1988], [0.3158, -2.2309, 4.5334], [1.1663, -2.4368, 2.1889], [3.3306, -1.3684, 1.6366], [-2.2290, -3.5806, -0.9958], [-2.4638, -3.9132, -2.2581], [-3.7360, -3.9495, -2.8102], [-4.8113, -3.6197, -2.0054], [-4.5679, -3.2808, -0.6824], [-3.2631, -3.2852, -0.2165], [-1.5860, -4.2033, -2.8236], [-3.8608, -4.1675, -3.8634], [-5.8220, -3.6176, -2.3948], [-5.3817, -2.9983, -0.0267], [-3.0620, -3.0266, 0.8203], [1.7116, 0.4761, 0.0271], [1.3828, -0.5743, -0.7264], [0.1793, -1.2330, -0.5922], [-0.7476, -0.6991, 0.2906], [-0.4040, 0.3599, 1.1042], [0.8702, 0.9093, 0.9483], [2.1694, -0.9401, -1.3802], [-0.0301, -2.1815, -1.0726], [-1.7125, -1.1799, 0.4104], [-1.0930, 0.7878, 1.8232], [1.1903, 1.7429, 1.5675]]}

***

no.,E (eV)
1,-69227.313
2,-246961.604
3,-86104.153